No. 1
ORCA calculation (wB97M-V/def2-TZVPD) on a 2-piece molecular cluster, C19H33IN4O2 overall in a non-equilibrium geometry.

The geometry in XYZ format:
```
59
Properties=species:S:1:pos:R:3:forces:R:3:nbo_charge:R:1
N -6.0145 -4.4759 4.0836 1.6 -0.1 -2.2 -0.861
C -5.8634 -3.9748 2.6815 -3.4 2.0 0.0 0.681
O -6.8266 -3.2565 2.2717 4.3 -2.4 0.9 -0.551
C -4.6025 -4.3777 1.7873 -0.3 -0.5 0.1 -0.518
C -4.3735 -3.3885 0.5132 1.0 -0.8 0.9 -0.449
C -2.8475 -2.9180 0.4703 4.3 1.6 -0.1 -0.007
C -1.6177 -3.8300 0.4410 -2.9 0.0 0.0 -0.025
N -0.2305 -3.4897 0.3969 -3.6 -0.1 0.1 -0.342
N 0.1498 -2.2072 0.4180 -2.5 2.6 0.3 -0.209
C -0.8678 -1.2500 0.4849 -1.0 0.2 0.0 -0.005
C -2.4158 -1.3737 0.4977 1.4 -3.7 -0.2 -0.031
C -3.4659 -0.1811 0.5650 0.9 0.2 0.6 -0.459
C -2.7959 1.0697 1.3284 0.0 0.5 0.2 -0.444
C -2.4845 0.7482 2.8699 -0.5 -0.1 -0.5 -0.505
I -2.0537 2.6596 3.9032 -0.2 -0.9 -0.4 0.056
H -5.6960 -3.7542 4.7474 -0.3 -0.5 -0.4 0.393
H -5.4232 -5.3199 4.1624 -0.2 0.8 0.4 0.362
H -4.8090 -5.4415 1.3940 0.2 1.5 0.7 0.243
H -3.6659 -4.4684 2.4450 -1.4 0.3 -0.9 0.234
H -4.6543 -4.0089 -0.4156 0.5 1.4 1.3 0.246
H -5.0449 -2.4800 0.6632 0.9 -1.3 -0.5 0.265
H -1.8440 -4.9622 0.4568 0.7 2.0 -0.1 0.216
H 0.5016 -4.2225 0.3671 -0.8 1.0 0.0 0.427
H -0.4857 -0.1603 0.5396 -0.2 -2.1 -0.3 0.260
H -4.4079 -0.4679 1.1721 1.6 0.1 -1.0 0.226
H -3.8547 0.1556 -0.4715 0.9 -0.6 1.5 0.248
H -3.5171 1.9717 1.2750 1.1 -1.5 0.1 0.232
H -1.8216 1.4339 0.8389 -1.5 -0.6 0.6 0.239
H -3.4064 0.3149 3.3978 1.5 0.6 -0.8 0.220
H -1.5608 0.1068 3.0471 -1.4 0.8 -0.4 0.232
C 3.4264 4.2922 -0.6543 0.2 0.4 0.0 -0.606
C 2.7560 3.3134 -1.6398 0.7 1.1 -0.2 0.103
C 3.6583 3.1256 -2.8806 0.0 -0.2 -0.2 -0.408
C 4.9347 2.3233 -2.6429 0.2 0.0 -0.2 -0.411
C 4.8146 1.3094 -1.5077 0.1 0.2 0.2 -0.398
C 3.3701 0.8693 -1.1813 1.1 -0.4 0.2 0.103
N 2.5817 2.0652 -0.8770 -2.3 -0.8 -0.3 -0.080
O 1.2914 1.7821 -0.5516 1.1 0.1 -0.1 -0.594
C 3.4601 -0.0012 0.0883 -0.3 -0.1 0.2 -0.600
C 2.8213 -0.0044 -2.3254 -0.3 -0.1 -0.2 -0.630
C 1.4663 3.9901 -2.1536 -0.3 -0.4 0.3 -0.601
H 2.7897 4.4714 0.2159 -0.1 -0.2 -0.1 0.219
H 3.6189 5.2630 -1.1255 0.0 -0.1 0.0 0.193
H 4.3829 3.9125 -0.2866 -0.1 -0.1 -0.1 0.203
H 3.0852 2.6285 -3.6707 -0.1 0.1 0.2 0.201
H 3.9314 4.1020 -3.3001 -0.2 0.0 0.2 0.212
H 5.2050 1.8105 -3.5724 0.0 0.1 0.0 0.202
H 5.7658 3.0019 -2.4258 0.0 -0.1 0.0 0.203
H 5.4390 0.4391 -1.7383 -0.3 -0.1 0.1 0.208
H 5.2620 1.7524 -0.6105 -0.2 -0.1 0.1 0.204
H 3.8021 0.5859 0.9463 -0.1 0.1 -0.2 0.212
H 4.1712 -0.8231 -0.0502 0.0 0.1 -0.2 0.194
H 2.4964 -0.4483 0.3486 0.0 0.2 -0.1 0.228
H 3.4638 -0.8787 -2.4802 0.0 0.1 0.1 0.201
H 2.7661 0.5253 -3.2796 0.0 0.1 0.1 0.203
H 1.8203 -0.3825 -2.1014 0.1 0.2 0.1 0.226
H 1.7014 4.9336 -2.6581 0.3 -0.2 0.1 0.200
H 0.7764 4.2331 -1.3420 0.1 -0.2 0.0 0.227
H 0.9416 3.3567 -2.8752 0.0 0.0 0.2 0.212
```
Forces are in eV/Å.

Summary:
* total charge: 0
* ΔE to the lowest compared entry with this formula, charge and spin: 207.2 kcal per mole
* Kohn-Sham gap: 2.52 eV
* HOMO energy: -4.559 eV



No. 2
ORCA calculation (wB97M-V/def2-TZVPD) on C19H33IrN4OS as an isolated structure in a non-equilibrium geometry.

The geometry in XYZ format:
```
59
Properties=species:S:1:pos:R:3:forces:R:3:nbo_charge:R:1
Ir 0.2538 0.0368 1.0591 1.8 1.5 0.4 0.951
N 1.5308 0.4570 3.1129 -0.5 0.2 -1.6 -0.782
C 0.7064 0.9083 4.2363 -0.6 0.4 0.0 -0.240
C -0.3964 1.8138 3.6928 0.3 -0.2 0.2 -0.236
N -1.1868 1.0738 2.6943 -0.7 -0.5 0.0 -0.869
H 2.0984 -0.3409 3.3805 0.0 -0.1 -0.3 0.410
H 2.1660 1.2020 2.8415 0.1 -0.1 0.0 0.405
H 1.2910 1.4580 4.9805 0.0 -0.2 -0.1 0.232
H 0.2643 0.0389 4.7296 0.0 0.0 0.0 0.199
H 0.0495 2.6762 3.1906 0.0 0.0 0.1 0.216
H -1.0189 2.1712 4.5202 0.1 0.0 -0.1 0.223
H -1.8292 1.7229 2.2462 0.0 -0.2 0.0 0.403
H -1.7539 0.3735 3.1710 -0.1 0.2 0.0 0.385
O 0.5960 -2.2003 2.2181 0.1 1.0 -0.2 -0.727
C 0.2439 -3.4466 1.6160 -0.4 -0.7 -0.3 -0.073
C -1.2671 -3.6691 1.5963 0.3 0.4 0.0 -0.424
C -2.0157 -2.4846 0.9687 0.1 -0.2 0.2 -0.436
C -1.5545 -2.1406 -0.4130 -0.2 -0.2 0.2 0.220
C -1.7332 -3.0428 -1.4564 0.0 0.3 -0.1 -0.197
C -1.3675 -2.6959 -2.7426 0.1 0.2 0.1 -0.118
C -0.8693 -1.4173 -2.9602 -0.2 0.0 0.2 -0.248
C -0.7098 -0.5827 -1.8746 0.1 0.2 -0.4 0.064
N -1.0008 -0.9375 -0.6163 1.3 0.7 0.7 -0.487
H 0.3194 -2.2382 3.1430 0.0 0.2 -0.1 0.491
H 0.7320 -4.2658 2.1560 0.0 0.2 -0.1 0.209
H 0.6408 -3.4085 0.6001 0.1 0.0 0.1 0.197
H -1.6379 -3.8080 2.6152 0.0 -0.1 0.0 0.223
H -1.4741 -4.5847 1.0424 0.0 -0.1 0.1 0.237
H -1.9077 -1.5953 1.6002 -0.1 -0.1 -0.1 0.203
H -3.0760 -2.7401 0.9181 0.0 0.1 0.1 0.254
H -2.1660 -4.0064 -1.2476 -0.1 -0.1 0.0 0.234
H -1.4760 -3.3962 -3.5559 0.0 -0.1 -0.1 0.248
H -0.6026 -1.0756 -3.9476 0.0 0.0 -0.1 0.247
H -0.3237 0.4161 -2.0123 0.2 0.0 0.1 0.212
C 3.9339 0.8431 -1.6637 -0.4 -0.1 0.1 -0.598
C 2.6023 0.2215 -1.1992 0.2 0.0 -0.3 -0.276
C 2.5288 -1.2550 -1.5792 -0.1 0.2 0.1 -0.604
C 2.4467 0.4125 0.2830 -1.9 -1.1 0.0 -0.436
H 4.0316 0.7251 -2.7401 0.1 0.0 -0.1 0.225
H 4.7752 0.3519 -1.1837 0.2 -0.1 0.0 0.216
H 3.9705 1.9036 -1.4257 0.0 0.1 0.0 0.210
H 1.8164 0.7757 -1.7273 0.0 0.0 0.2 0.190
H 3.4559 -1.7536 -1.3097 0.1 -0.1 0.0 0.222
H 2.3701 -1.3766 -2.6468 0.1 -0.1 -0.1 0.220
H 1.7118 -1.7492 -1.0523 -0.1 -0.1 0.0 0.188
H 2.6895 1.4273 0.5843 -0.3 0.1 0.2 0.194
H 3.0147 -0.3194 0.8521 0.1 -0.1 0.1 0.194
S 0.1463 2.5267 0.0358 0.9 -1.2 1.0 -0.144
C -0.9424 2.8815 -1.2331 -0.5 -0.3 -0.1 0.079
N -0.4766 3.6305 -2.2703 -0.2 -0.2 0.4 -0.464
C -1.2569 4.0495 -3.2852 -0.4 0.1 -0.2 0.083
C -2.5852 3.7225 -3.3148 0.0 -0.2 0.3 -0.247
C -3.1142 2.9411 -2.2720 0.3 0.2 -0.2 -0.083
C -2.2981 2.5172 -1.2499 0.3 0.1 -0.2 -0.252
H 0.4969 3.9188 -2.2330 0.0 -0.1 0.0 0.451
H -0.7910 4.6482 -4.0526 0.1 0.0 0.0 0.251
H -3.2146 4.0731 -4.1152 0.0 0.0 -0.1 0.264
H -4.1632 2.6880 -2.2708 -0.1 0.0 0.0 0.251
H -2.6743 1.9233 -0.4318 0.0 0.0 0.0 0.241
```
Forces are in eV/Å.

Summary:
* total charge: +2
* Kohn-Sham gap (spin up / spin down): 6.95 / 7.22 eV
* HOMO energy (spin up / spin down): -13.794 / -13.895 eV



No. 3
ORCA calculation (wB97M-V/def2-TZVPD) on C19H34ClF5O7SSi4Yb as an isolated structure in a non-equilibrium geometry.

The geometry in XYZ format:
```
72
Properties=species:S:1:pos:R:3:forces:R:3:lowdin_spin:R:1
Yb 0.2752 -0.7309 1.2241 -2.1 3.0 -0.2 0.998
C -4.0453 0.5685 1.7491 0.3 -0.2 0.0 0.000
C -2.7330 0.2715 2.4734 -0.2 -0.6 0.1 0.000
C -2.7894 0.7360 3.9268 0.1 -0.2 -0.2 0.000
O -1.6190 0.8882 1.7992 -0.5 -0.2 0.1 0.000
C -2.4905 -1.2879 2.4099 -1.6 1.1 0.8 0.001
O -3.2922 -2.0061 2.9758 0.2 0.0 -0.1 0.000
O -1.4840 -1.6415 1.7241 0.2 -1.1 -0.3 0.004
H -4.3009 1.6257 1.8190 0.0 0.1 0.0 0.000
H -4.8443 -0.0226 2.1896 0.0 0.0 0.1 0.000
H -3.9625 0.2922 0.7007 0.0 0.0 -0.1 0.000
H -3.0568 1.7912 3.9850 0.0 0.1 0.0 0.000
H -1.8263 0.5975 4.4129 0.1 0.0 0.0 0.000
H -3.5271 0.1465 4.4612 -0.1 0.0 0.1 0.000
H -1.7657 1.8483 1.7905 0.5 -0.3 -0.1 0.000
F 1.2703 2.1066 7.5991 -0.1 0.0 -0.3 0.000
C 1.2349 2.0781 6.2546 0.0 0.0 -0.2 0.000
C 0.8611 0.9232 5.5762 0.0 0.0 0.1 0.000
F 0.4922 -0.1672 6.2595 0.1 0.1 -0.1 0.000
C 0.8550 0.9251 4.1951 0.1 0.5 -0.6 0.000
F 0.4642 -0.2365 3.5439 0.0 0.6 0.7 0.000
C 1.2004 2.0385 3.4020 -0.1 -0.2 1.2 0.000
S 1.1636 2.0288 1.6996 0.0 -0.3 -1.0 0.000
C 1.5695 3.1899 4.1388 -0.1 -0.5 -0.3 0.000
F 1.9213 4.3040 3.4815 -0.1 -0.1 0.2 0.000
C 1.5874 3.2096 5.5177 0.0 -0.1 0.3 0.000
F 1.9431 4.3283 6.1717 0.0 -0.2 -0.1 0.000
O 3.5370 -2.8504 1.4922 0.5 -0.5 -0.4 0.000
Cl 2.4218 -2.1529 1.9766 3.6 -1.5 1.5 0.000
O 2.4542 -2.0223 3.3770 -0.1 -0.1 0.9 0.000
O 2.3917 -0.8309 1.3937 1.1 1.3 -0.5 0.000
O 1.2073 -2.7874 1.5574 -1.8 -0.6 -0.4 -0.001
C -0.6027 -2.9391 -4.2895 0.2 0.5 0.6 0.000
Si -0.5562 -2.4866 -2.4169 -0.2 -0.5 0.1 0.000
C -2.3574 -2.6619 -1.7872 0.6 0.2 -0.1 0.000
C 0.4596 -3.8761 -1.5815 -0.3 0.4 -0.1 0.000
Si 0.3035 -0.4365 -1.4946 0.1 0.2 -2.2 -0.001
Si -0.8849 1.3671 -2.5451 -0.5 0.6 0.1 0.000
C -0.8935 1.5627 -4.4586 0.2 -0.3 0.7 0.000
C -0.2180 3.0376 -1.8629 -0.1 -0.7 -0.1 0.000
C -2.7409 1.2752 -2.0554 0.7 -0.1 0.0 0.000
Si 2.5179 -0.1532 -2.3992 0.6 -0.1 -0.1 0.000
C 2.7534 -0.0871 -4.3099 -0.4 0.0 0.7 0.000
C 3.6277 -1.6066 -1.8420 -0.4 0.4 0.0 0.000
C 3.3109 1.4463 -1.7010 -0.4 -0.5 -0.1 0.000
H -1.0055 -3.9377 -4.4478 -0.1 -0.1 0.2 0.000
H 0.3947 -2.9128 -4.7194 0.2 0.0 -0.1 0.000
H -1.2187 -2.2412 -4.8494 -0.1 0.2 -0.1 0.000
H -2.7650 -3.6599 -1.9175 0.0 -0.3 -0.1 0.000
H -3.0257 -1.9679 -2.2868 -0.1 0.2 -0.1 0.000
H -2.3856 -2.4351 -0.7241 0.0 0.0 0.2 0.000
H 0.0505 -4.8702 -1.7396 -0.2 -0.1 -0.1 0.000
H 0.4922 -3.7026 -0.5073 0.0 -0.1 0.1 0.000
H 1.4842 -3.8841 -1.9418 0.2 0.0 0.0 0.000
H 0.1149 1.7230 -4.8205 0.3 0.0 -0.1 0.000
H -1.4994 2.4047 -4.7806 -0.2 0.2 0.1 0.000
H -1.2749 0.6707 -4.9417 -0.1 -0.3 -0.1 0.000
H 0.6162 3.3931 -2.4589 0.2 0.0 -0.2 0.000
H 0.1522 2.9063 -0.8495 0.0 0.0 0.2 0.000
H -0.9620 3.8295 -1.8404 -0.3 0.0 -0.1 0.000
H -3.2233 0.4294 -2.5354 -0.1 -0.2 -0.1 0.000
H -3.3056 2.1698 -2.3047 0.0 0.2 -0.1 0.000
H -2.8091 1.1246 -0.9831 0.0 0.0 0.2 0.000
H 2.4091 -1.0048 -4.7743 -0.1 -0.2 -0.1 0.000
H 3.7957 0.0517 -4.5851 0.2 0.0 0.1 0.000
H 2.1841 0.7294 -4.7383 -0.1 0.2 -0.2 0.000
H 3.3057 -2.5419 -2.2877 -0.1 -0.2 -0.1 0.000
H 3.5781 -1.7236 -0.7653 0.0 -0.1 0.2 0.000
H 4.6733 -1.4699 -2.1035 0.2 0.2 -0.1 0.000
H 2.8703 2.3363 -2.1394 -0.1 0.2 -0.1 0.000
H 4.3852 1.4911 -1.8654 0.2 -0.1 -0.1 0.000
H 3.1371 1.4915 -0.6287 0.0 0.1 0.2 0.000
```
Forces are in eV/Å.

Summary:
* total charge: -1
* ΔE to the lowest compared entry with this formula, charge and spin: 32.7 kcal per mole
* multiplicity: 2
* Kohn-Sham gap (spin up / spin down): 7.80 / 7.80 eV
* HOMO energy (spin up / spin down): -5.457 / -5.457 eV



No. 4
ORCA calculation (wB97M-V/def2-TZVPD) on C19H34FeN6O7 as an isolated structure in a non-equilibrium geometry.

The geometry in XYZ format:
```
67
Properties=species:S:1:pos:R:3:forces:R:3:lowdin_spin:R:1
O 0.1498 -1.7843 -5.9772 -0.5 0.0 0.1 0.968
H -0.8326 -1.8496 -5.9598 0.4 0.0 -0.1 0.019
Fe -0.3310 0.1075 -1.8994 0.3 -0.4 -0.6 2.427
N 1.0813 -0.8803 -2.6826 1.6 -0.5 -0.5 0.137
N -0.9862 -1.6390 -1.5541 -0.7 -2.9 1.1 0.194
N 0.3733 1.8334 -2.1528 0.1 3.4 1.3 0.011
N -1.5271 0.9946 -0.8051 -0.9 3.6 1.7 0.033
O 2.2130 -0.3550 -2.9693 -1.3 -1.0 -0.2 0.400
O 1.4181 2.2657 -2.9448 -0.2 -0.4 0.1 -0.007
O -2.5338 0.4311 -0.0982 0.5 -0.8 -0.6 0.008
O -2.0087 -1.9610 -0.8165 1.2 0.6 -1.3 0.338
C -0.3273 -2.6664 -2.2050 -0.2 0.8 -0.2 0.016
C 0.8670 -2.2396 -2.8245 -0.2 0.5 0.2 0.053
C -0.2195 2.8107 -1.4067 2.0 -1.9 -1.7 0.080
C -1.3225 2.3310 -0.6357 -1.0 -3.1 0.2 0.052
C 1.8243 -3.0973 -3.5731 0.3 -0.5 -0.1 0.003
H 1.9600 -2.7062 -4.5890 0.1 0.1 0.3 0.000
H 1.4592 -4.1286 -3.6804 0.0 0.5 0.1 0.000
H 2.8088 -3.1658 -3.0794 -0.4 0.3 -0.1 0.003
C -0.9142 -4.0372 -2.2675 0.1 -0.6 -0.1 -0.002
H -1.9007 -4.0203 -2.7605 0.3 0.1 0.3 0.000
H -1.0494 -4.4805 -1.2679 0.0 0.3 -0.3 0.000
H -0.2773 -4.7315 -2.8429 -0.3 0.5 0.3 0.000
C 0.3212 4.1977 -1.2989 -0.3 0.2 -0.3 0.012
C -2.1365 3.1744 0.2918 0.0 0.1 0.0 0.006
H 0.9928 4.3984 -2.1440 -0.3 0.1 0.4 0.000
H 0.8772 4.3164 -0.3472 -0.3 -0.1 -0.4 0.004
H -0.5229 4.9114 -1.2940 0.5 -0.2 0.0 0.003
H -2.7103 2.5403 0.9808 0.2 0.3 -0.3 0.000
H -2.8350 3.7980 -0.2967 0.2 -0.2 0.3 0.003
H -1.4734 3.8472 0.8677 -0.3 -0.3 -0.3 0.001
H 1.9174 1.4492 -3.2372 -0.6 0.3 0.4 -0.001
H -2.4313 -0.6032 -0.3079 -0.3 1.1 0.2 -0.002
C -1.6446 0.2515 -3.3340 -1.3 0.3 -1.3 0.070
H -1.0321 -0.1983 -4.1316 -0.4 0.1 -0.1 0.023
H -1.9064 1.2959 -3.5731 0.2 -0.4 0.0 0.014
H -2.5780 -0.3124 -3.1761 0.5 0.1 -0.1 0.012
O 1.8281 0.8058 -5.8289 -0.7 -0.4 0.1 0.008
H 1.5904 -0.0285 -6.2813 0.2 0.6 0.3 -0.001
H 0.9752 1.1515 -5.5109 0.4 -0.1 -0.3 0.000
C -2.1283 -1.5606 5.3606 -0.2 0.0 -0.1 0.000
C -0.7507 -0.9964 5.6169 0.7 -0.2 0.1 0.000
N -0.0945 -0.3664 4.4552 -0.2 0.1 -0.4 0.000
C 0.0691 1.0999 4.5305 -0.3 -0.4 0.0 0.000
C 1.0989 1.5207 5.5670 0.2 0.1 -0.1 0.000
C 0.1765 -1.1567 3.3723 -0.2 -0.3 1.1 0.000
O -0.1202 -2.3521 3.3424 0.4 0.9 -0.3 0.000
C 0.9070 -0.5104 2.2265 -0.1 -0.6 0.2 0.002
C 2.1776 0.0516 2.3628 -0.4 0.2 -0.4 0.000
C 2.7534 0.6040 1.2256 0.0 -0.1 -0.2 0.003
C 2.0671 0.5456 0.0151 -0.2 -0.1 0.3 0.009
N 0.8535 -0.0207 -0.1102 0.8 -0.7 1.8 0.092
C 0.3029 -0.6055 0.9834 0.7 0.8 -0.3 0.005
H -2.8141 -0.7900 5.0000 0.0 -0.1 0.0 0.000
H -2.5148 -1.9642 6.2999 -0.1 0.0 -0.1 0.000
H -2.0575 -2.3635 4.6259 -0.2 0.1 0.1 0.000
H -0.7670 -0.2367 6.4040 0.0 -0.2 -0.1 0.000
H -0.0947 -1.8151 5.9453 -0.1 0.2 0.1 0.000
H 0.3290 1.4897 3.5417 -0.1 -0.1 0.2 0.000
H -0.9085 1.5259 4.8123 0.2 -0.1 -0.2 0.000
H 2.0826 1.0888 5.3484 -0.2 0.1 0.1 0.000
H 1.1911 2.6105 5.5419 0.0 -0.1 0.1 0.000
H 0.8003 1.2188 6.5774 0.1 0.1 -0.2 0.000
H 2.6796 0.0658 3.3284 -0.1 0.0 -0.2 0.000
H 3.7251 1.0862 1.2463 -0.1 -0.2 0.1 0.001
H 2.5274 0.9401 -0.8879 -0.2 0.0 0.1 0.001
H -0.6471 -1.1360 0.8823 0.4 0.3 0.0 0.000
```
Forces are in eV/Å.

Summary:
* total charge: +1
* multiplicity: 6
* Kohn-Sham gap (spin up / spin down): 5.71 / 6.39 eV
* HOMO energy (spin up / spin down): -9.919 / -11.698 eV



Among the records above, which one has the lowest total charge?
C19H34ClF5O7SSi4Yb